1 | Entry from the OMol25 dataset: a 3-piece molecular cluster, C4H14N2O overall (ωB97M-V with the def2-TZVPD basis set).

* charge: 0
* SMILES: C=C.CNC.NO
* HOMO level: -8.45 eV
* LUMO energy: 0.99 eV

Last columns: bonded neighbours and bond lengths (Å).
CARTESIAN COORDINATES (ANGSTROEM)
1 C 1.901 -1.538 0.032  C2 1.339, H3 1.081, H4 1.079
2 C 1.840 -0.983 1.249  C1 1.339, H5 1.081, H6 1.080
3 H 1.402 -2.470 -0.189  C1 1.081
4 H 2.629 -1.204 -0.691  C1 1.079
5 H 1.280 -1.453 2.047  C2 1.081
6 H 2.518 -0.198 1.547  C2 1.080
7 C -2.019 0.057 1.201  N8 1.455, H10 1.090, H11 1.098, H12 1.088
8 N -0.877 0.487 0.408  C7 1.455, C9 1.456, H13 1.040
9 C -0.880 1.914 0.121  N8 1.456, H14 1.097, H15 1.088, H16 1.091
10 H -2.934 0.240 0.637  C7 1.090
11 H -2.091 0.588 2.159  C7 1.098
12 H -1.928 -1.009 1.403  C7 1.088
13 H 0.002 0.222 0.896  N8 1.040
14 H -0.875 2.528 1.030  C9 1.097
15 H 0.000 2.150 -0.475  C9 1.088
16 H -1.769 2.156 -0.462  C9 1.091
17 N 0.605 0.053 -2.450  O18 1.432, H19 1.020, H20 1.021
18 O -0.080 -0.935 -1.672  N17 1.432, H21 1.085
19 H 1.568 -0.275 -2.533  N17 1.020
20 H 0.222 0.027 -3.396  N17 1.021
21 H -0.515 -0.359 -0.862  O18 1.085

2 | Entry from the OMol25 dataset: a 3-piece molecular cluster, C4H14N2O overall (ωB97M-V with the def2-TZVPD basis set).

* charge: 0
* HOMO level: -9.52 eV
* LUMO energy: -1.66 eV

Last columns: bonded neighbours and bond lengths (Å).
CARTESIAN COORDINATES (ANGSTROEM)
1 C -0.236 -1.013 -2.767  C2 1.547, H7 1.097, H8 1.084, H9 1.136
2 C -0.961 -0.355 -1.569  C1 1.547, C3 1.572, H10 1.092, H11 1.081
3 C -0.241 -0.796 -0.243  C2 1.572, N4 1.532, H12 1.091, H13 1.098
4 N -0.743 -0.178 1.066  C3 1.532, C5 1.521, H14 1.012
5 C 0.508 -0.123 1.930  N4 1.521, N6 1.461, H15 1.098, H16 1.103
6 N 0.284 0.575 3.194  C5 1.461, H17 1.023, H18 1.014
7 H 0.592 -0.340 -3.022  C1 1.097
8 H -0.776 -1.198 -3.689  C1 1.084
9 H 0.261 -1.983 -2.446  C1 1.136
10 H -0.943 0.736 -1.507  C2 1.092
11 H -1.976 -0.725 -1.572  C2 1.081
12 H 0.785 -0.488 -0.451  C3 1.091
13 H -0.223 -1.882 -0.080  C3 1.098
14 H -0.741 0.807 0.830  N4 1.012
15 H 0.777 -1.148 2.217  C5 1.098
16 H 1.267 0.182 1.189  C5 1.103
17 H -0.153 1.490 3.063  N6 1.023
18 H -0.214 -0.017 3.849  N6 1.014
19 H 1.293 2.647 -0.703  O21 0.962
20 H 0.836 1.804 1.224  no bonds
21 O 0.603 2.005 -0.513  H19 0.962

Energy above the most stable structure, in kJ/mol: 1 0.0; 2 207.5